2 unconnected molecules or ions with the total composition C3H10NO4 in a non-equilibrium geometry. Source: OMol25; level of theory: ωB97M-V with the def2-TZVPD basis set.

CARTESIAN COORDINATES (ANGSTROEM)
O  1.139  1.041  1.959
C  0.717  0.015  1.507
O  1.185  -1.198  1.876
C  -0.567  -0.053  0.745
C  -0.762  -1.279  -0.182
O  -1.679  -0.743  -1.208
N  -0.677  1.292  -0.044
H  1.980  -0.971  2.401
H  -1.543  0.072  1.342
H  -1.419  -1.929  0.414
H  0.146  -1.685  -0.655
H  -1.620  -1.304  -1.989
H  -1.357  1.255  -0.785
H  -0.929  1.988  0.657
H  0.232  1.643  -0.460
H  2.146  0.198  -1.422
H  1.723  1.075  -2.440
O  1.284  0.581  -1.716

As for the gap between HOMO and LUMO: 11.485 eV. The HOMO energy comes out at -15.01 eV. The net charge is +1. As for the energy above the lowest of the compared OMol25 structures with the same formula, charge and spin: 61.34 kJ/mol. Its maximum force is 2.7 eV/A.